Here is a structure of composition C52H36IrN9O2Si at a distorted geometry from the OMol25 dataset. Energies are from the ωB97M-V functional and the def2-TZVPD basis.

As for the spin multiplicity: 5. The calculation puts the lowest unoccupied orbital energy (spin up / spin down) at -1.28 / -2.48 eV. As for the HOMO-LUMO gap (spin up / spin down): 4.76 / 5.88 eV.

Last column: Mulliken charge in e.
Atoms and positions in Å:
Ir 0.51400 1.11960 0.96700  1.653
C -1.55900 -4.15320 4.13310  -0.622
C -0.25330 -4.58810 3.93650  -0.730
C 0.71680 -3.74170 3.41830  -0.246
C 0.34180 -2.44970 3.09980  0.402
C 1.07570 -1.32490 2.54380  0.240
N 0.21130 -0.27080 2.39500  -0.625
C -1.04130 -0.64730 2.80150  0.278
N -2.11620 0.08320 2.82560  -0.551
C -2.22210 1.27380 2.24830  -0.296
C -3.26750 2.22290 2.51540  0.376
C -4.37360 2.20870 3.35560  -0.216
C -5.18560 3.32640 3.37150  -0.674
C -4.89550 4.45090 2.59470  -0.657
C -3.80440 4.47840 1.75160  -0.374
C -2.99330 3.35150 1.70190  0.358
C -1.80640 3.03490 0.96330  -0.219
N -1.25220 3.80530 0.03260  -0.544
C -0.02870 3.68130 -0.38870  0.008
N 0.94400 2.90380 0.18030  -0.160
C 2.13210 3.11590 -0.46520  -0.061
N 3.28120 2.59740 -0.16090  -0.195
C 3.44240 1.52830 0.60260  -0.043
N 2.45580 0.67910 1.00400  -0.513
C 3.01050 -0.32390 1.73710  -0.371
N 2.35680 -1.31720 2.32700  -0.257
C 4.43630 -0.15510 1.77420  -0.093
C 5.46510 -0.90670 2.32380  -0.086
C 6.75790 -0.44980 2.15060  -0.788
C 7.03290 0.72800 1.45370  -0.788
C 6.01550 1.49340 0.91530  0.077
C 4.71100 1.04090 1.07020  0.026
C 1.91560 4.07720 -1.52830  0.443
C 2.76290 4.58700 -2.49350  -0.107
C 2.21920 5.45370 -3.43070  -0.697
C 0.87630 5.81260 -3.38230  -0.727
C 0.02060 5.30680 -2.41440  -0.268
C 0.55300 4.42480 -1.49180  -0.065
N -1.37770 1.78200 1.29920  0.320
C -0.98360 -2.01660 3.28190  0.051
C -1.94570 -2.86390 3.80070  -0.317
H -2.28630 -4.83120 4.55400  0.407
H 0.00070 -5.60820 4.18020  0.418
H 1.73340 -4.06400 3.25840  0.550
H -4.59720 1.34160 3.96130  0.535
H -6.05870 3.34260 4.00580  0.407
H -5.54460 5.30970 2.66520  0.406
H -3.57470 5.34070 1.14700  0.548
H 5.25360 -1.81700 2.86410  0.535
H 7.58450 -1.00540 2.56710  0.417
H 8.06230 1.03440 1.33550  0.421
H 6.22200 2.40930 0.38480  0.546
H 3.80490 4.31200 -2.50310  0.760
H 2.84960 5.85790 -4.21010  0.448
H 0.48990 6.50640 -4.11340  0.409
H -1.02170 5.58430 -2.38590  0.577
H -2.95860 -2.52260 3.94380  0.562
C -0.94570 -2.12970 -2.15860  -1.319
C -0.91920 -0.91010 -1.27510  0.464
N -1.47500 0.19450 -1.79100  -0.281
O -0.47240 -0.95020 -0.13620  -0.339
H -1.96760 -2.35610 -2.45530  0.495
H -0.51400 -2.96940 -1.62300  0.256
H -0.34590 -1.92460 -3.04360  0.174
H -1.58780 0.27740 -2.78720  0.300
H -1.28690 1.04920 -1.28340  0.282
O 1.23360 0.87590 -1.64690  0.266
Si 2.34150 0.27340 -2.55760  -0.666
C 3.30180 -1.21800 -1.83290  0.612
C 2.72640 -1.91380 -0.78110  -0.119
C 3.37900 -2.97630 -0.17960  -0.575
C 4.61290 -3.38370 -0.64990  -0.777
C 5.19430 -2.70810 -1.70840  -0.774
C 4.54870 -1.62730 -2.28610  -0.216
C 3.69160 1.41200 -3.32510  1.013
C 3.57450 1.88240 -4.62790  -0.501
C 4.52390 2.72400 -5.18250  -0.794
C 5.62380 3.11680 -4.44240  -0.753
C 5.76060 2.65510 -3.14500  -0.717
C 4.80760 1.81070 -2.60030  -0.281
C 1.55490 -0.40330 -4.19210  0.790
C 0.61480 0.38120 -4.84730  -0.539
C 0.14500 0.03370 -6.10240  -0.858
C 0.61720 -1.10950 -6.72380  -0.656
C 1.54310 -1.90610 -6.07400  -0.693
C 2.00610 -1.55700 -4.81490  -0.378
H 1.75330 -1.62000 -0.42440  0.046
H 2.91220 -3.48290 0.65030  0.455
H 5.11030 -4.23490 -0.20690  0.434
H 6.15120 -3.03130 -2.09320  0.424
H 5.02800 -1.10980 -3.10440  0.486
H 2.72610 1.59020 -5.22940  0.266
H 4.40410 3.07270 -6.19970  0.438
H 6.37620 3.75990 -4.87780  0.374
H 6.61440 2.95030 -2.54940  0.434
H 4.93590 1.45700 -1.59190  0.302
H 0.27770 1.29970 -4.38760  0.499
H -0.57020 0.66630 -6.60910  0.413
H 0.27990 -1.36340 -7.71760  0.365
H 1.91870 -2.79540 -6.55840  0.390
H 2.74480 -2.17850 -4.32790  0.370

***

Here is a structure of composition C52H40I2N5O7P2S2SeW at a distorted geometry from the OMol25 dataset. Energies are from the ωB97M-V functional and the def2-TZVPD basis.

Its energy above the lowest of the compared OMol25 structures with the same formula, charge and spin is 0.0 kcal per mole. The calculation puts the lowest unoccupied orbital energy (spin up / spin down) at -3.62 / -3.63 eV. As for the HOMO-LUMO gap (spin up / spin down): 5.89 / 5.90 eV. The charge is +1.

Last column: Mulliken charge in e.
Atoms and positions in Å:
W -0.20654 -0.36761 0.01272  1.510
I -1.45607 3.85561 2.94570  0.044
C 0.11493 2.51757 3.20984  0.405
C 0.99144 2.67749 4.29976  -0.181
C 2.04319 1.82509 4.49635  -0.255
I 3.30164 2.14823 6.12753  0.099
C 2.27628 0.75218 3.59660  1.444
C 3.34091 -0.17184 3.67215  -1.090
C 3.45585 -1.12970 2.71012  -1.833
C 2.52237 -1.19316 1.66842  1.012
N 1.50107 -0.36555 1.55952  0.260
C 1.38286 0.60076 2.52049  -0.963
C 0.29729 1.48286 2.31749  -0.754
O -0.42598 1.26326 1.25109  0.141
H 0.82242 3.49253 4.99005  0.415
H 4.05461 -0.10649 4.48224  0.296
H 4.26130 -1.84972 2.72815  0.569
H 2.62899 -1.94444 0.90611  -0.176
O 0.83455 -3.70483 1.87820  -0.756
S 0.01156 -3.00437 0.95093  2.089
O 0.75601 -2.27843 -0.14381  -0.637
O -0.78188 -1.88573 1.53758  -0.849
C -0.96531 -4.20160 0.10596  0.703
C -1.21034 -5.36281 0.82687  -0.800
C -1.94045 -6.39350 0.25982  -0.801
C -2.40442 -6.26204 -1.03828  -0.746
C -2.16269 -5.09757 -1.75505  -0.826
C -1.44902 -4.04550 -1.19410  -0.906
S -1.27750 -2.65629 -2.34237  2.449
O -2.52482 -2.61174 -3.05902  -0.901
O -0.09090 -2.94480 -3.09284  -0.735
O -1.12181 -1.33772 -1.61223  -0.672
H -0.81091 -5.45508 1.82707  0.571
H -2.12961 -7.29467 0.82636  0.453
H -2.96027 -7.06471 -1.50434  0.453
H -2.54486 -4.98971 -2.76049  0.585
C -0.20046 0.90481 -3.47757  -2.323
N 1.13032 1.34840 -3.78432  1.760
C 2.13237 1.29804 -2.75909  -3.076
P 2.00724 -0.09186 -1.53958  3.162
C 2.52539 -1.54388 -2.50183  0.635
C 2.96189 -2.71146 -1.87319  -0.442
C 3.35042 -3.81012 -2.61788  -0.926
C 3.30738 -3.76350 -4.00444  -0.787
C 2.88988 -2.60614 -4.63818  -0.782
C 2.50383 -1.50100 -3.89507  -1.084
C 3.47765 0.43966 -0.59903  0.457
C 3.34846 1.56719 0.21318  0.464
C 4.44010 2.05936 0.90666  -1.043
C 5.67307 1.42769 0.79550  -0.868
C 5.81279 0.32064 -0.02634  -0.916
C 4.72050 -0.17137 -0.73152  -0.921
C 1.41831 1.97117 -5.00581  0.666
C 0.67114 1.66980 -6.14782  -0.405
C 0.95563 2.29216 -7.35343  -0.928
C 1.99334 3.20698 -7.45230  -0.549
C 2.74567 3.49612 -6.32389  -0.954
C 2.46289 2.89303 -5.10740  -0.372
P -0.77618 1.48614 -1.80620  2.590
C -2.55466 1.73897 -2.14586  0.889
C -3.14639 2.98918 -1.97150  -0.776
C -4.48971 3.17257 -2.27127  -0.915
C -5.25177 2.11326 -2.73888  -0.746
C -4.66726 0.86442 -2.90923  -0.719
C -3.32542 0.67298 -2.61770  -0.294
C -0.12417 3.17856 -1.71867  0.206
C -0.14939 3.96910 -2.87039  -0.607
C 0.37290 5.25046 -2.84625  -0.935
C 0.90866 5.76302 -1.67020  -0.817
C 0.91571 4.99245 -0.51819  -0.633
C 0.40548 3.70089 -0.54149  0.130
H -0.31228 -0.18551 -3.50232  0.347
H -0.90003 1.32506 -4.19775  1.412
H 2.18299 2.20985 -2.14860  0.928
H 3.11816 1.16716 -3.21352  1.359
H 3.01410 -2.77445 -0.79642  0.192
H 3.68725 -4.70584 -2.11272  0.496
H 3.60367 -4.62610 -4.58637  0.414
H 2.85777 -2.55661 -5.71837  0.486
H 2.17490 -0.61541 -4.41884  0.304
H 2.38399 2.05404 0.31238  -0.252
H 4.32900 2.93101 1.53946  0.524
H 6.52607 1.80747 1.34246  0.437
H 6.77561 -0.16239 -0.12824  0.492
H 4.84300 -1.02565 -1.38300  0.403
H -0.11466 0.92663 -6.10706  0.464
H 0.36776 2.04251 -8.22712  0.432
H 2.21576 3.68354 -8.39688  0.427
H 3.55806 4.20897 -6.38202  0.421
H 3.04322 3.16247 -4.23484  0.444
H -2.56497 3.82483 -1.60359  0.472
H -4.93694 4.14918 -2.13871  0.475
H -6.29733 2.25972 -2.97634  0.431
H -5.25165 0.03137 -3.27865  0.568
H -2.89460 -0.31044 -2.75453  0.010
H -0.57447 3.59112 -3.79160  0.519
H 0.36134 5.84980 -3.74705  0.481
H 1.31301 6.76661 -1.65352  0.438
H 1.31511 5.39323 0.40471  0.513
H 0.40794 3.10139 0.35498  -0.157
Se -4.70044 -3.13771 0.05804  0.284
N -5.69043 -1.72065 0.39259  -0.864
C -4.86381 -0.70037 0.50240  0.475
C -5.27264 0.62865 0.79323  -0.873
C -4.29526 1.55310 0.87679  -1.365
C -2.93909 1.19580 0.65746  0.499
N -2.47747 -0.00469 0.38902  0.360
C -3.45790 -0.99087 0.30172  0.022
N -3.18095 -2.23858 0.04853  0.221
H -6.32101 0.85278 0.93647  0.507
H -4.50602 2.59013 1.09568  0.546
H -2.20586 1.98253 0.72253  -0.052